Record 1
{
  "formula": "C20H13N5O6P",
  "method": "ωB97M-V/def2-TZVPD",
  "homo_energy_ev": -4.7,
  "gap_ev": 7.0,
  "e_lumo_ha": 0.08510,
  "total_charge": -1,
  "relative_energy_ev": 0.0000,
  "smiles": "N#C[C@@H]([C@H]1C(=[N+]([O-])[O-])C=C([N+](=O)[O-])c2nonc21)P(=O)(c1ccccc1)c1ccccc1",
  "symbols": ["N", "C", "C", "C", "C", "N", "O", "O", "C", "C", "N", "O", "O", "C", "N", "O", "N", "C", "P", "O", "C", "C", "C", "C", "C", "C", "C", "C", "C", "C", "C", "C", "H", "H", "H", "H", "H", "H", "H", "H", "H", "H", "H", "H", "H"],
  "coordinates": [[-2.617, -1.434, 0.635], [-1.555, -0.946, 0.745], [-0.267, -0.274, 0.856], [0.812, -1.205, 1.469], [1.263, -0.819, 2.894], [1.980, 0.421, 3.021], [2.578, 0.657, 4.095], [1.988, 1.216, 2.048], [1.270, -1.699, 3.950], [0.823, -3.033, 3.822], [0.714, -3.867, 5.003], [0.234, -5.014, 4.934], [1.114, -3.364, 6.078], [0.443, -3.511, 2.523], [-0.093, -4.725, 2.157], [-0.400, -4.568, 0.825], [-0.097, -3.280, 0.339], [0.466, -2.673, 1.400], [0.195, 0.351, -0.874], [1.495, -0.285, -1.256], [-1.055, 0.043, -2.173], [-2.093, 0.927, -2.522], [-2.740, 0.804, -3.757], [-2.371, -0.205, -4.655], [-1.394, -1.131, -4.277], [-0.761, -1.023, -3.038], [0.302, 2.156, -0.950], [-0.054, 3.046, 0.068], [0.230, 4.413, -0.076], [0.853, 4.896, -1.235], [1.198, 3.998, -2.252], [0.928, 2.639, -2.106], [-0.338, 0.626, 1.485], [1.728, -1.095, 0.866], [1.647, -1.370, 4.912], [-2.384, 1.728, -1.838], [-3.518, 1.516, -4.037], [-2.822, -0.260, -5.648], [-1.096, -1.931, -4.955], [0.010, -1.740, -2.749], [-0.554, 2.671, 0.960], [-0.031, 5.107, 0.722], [1.085, 5.957, -1.349], [1.682, 4.344, -3.164], [1.203, 1.937, -2.893]],
  "mulliken_charge": [-0.63, -0.31, 0.68, 1.04, -1.09, 0.96, -0.73, -0.60, -0.44, -0.79, 0.93, -0.63, -0.68, 0.92, -0.52, -0.18, -0.37, -0.25, 1.45, -0.84, -0.14, -0.09, -0.61, -0.37, -0.61, -0.33, 0.17, -0.12, -0.69, -0.43, -0.58, -0.46, 0.70, 0.42, 0.59, 0.35, 0.36, 0.36, 0.36, 0.38, 0.36, 0.38, 0.36, 0.37, 0.38]
}

---

Record 2
{
  "formula": "C20H14Br2ClHoN4O4Se2",
  "method": "ωB97M-V/def2-TZVPD",
  "spin_multiplicity": 5,
  "homo_energy_ev": [-15.2, -15.2],
  "gap_ev": [7.1, 7.1],
  "e_lumo_ha": [-0.29557, -0.29563],
  "total_charge": 2,
  "relative_energy_ev": 0.3766,
  "symbols": ["Ho", "Se", "Se", "C", "C", "C", "C", "C", "N", "C", "C", "C", "C", "C", "N", "H", "H", "H", "H", "H", "H", "H", "H", "Br", "C", "C", "C", "N", "C", "C", "C", "C", "C", "Br", "C", "C", "N", "H", "H", "H", "H", "H", "H", "O", "Cl", "O", "O", "O"],
  "coordinates": [[10.212, 9.834, 9.430], [11.134, 12.363, 10.791], [11.728, 10.353, 12.422], [12.788, 9.178, 11.303], [13.969, 8.643, 11.844], [14.895, 8.084, 10.979], [14.536, 7.745, 9.700], [13.321, 8.218, 9.209], [12.468, 8.917, 10.023], [9.200, 12.189, 10.902], [8.400, 13.150, 11.563], [7.039, 13.275, 11.288], [6.496, 12.400, 10.335], [7.310, 11.407, 9.766], [8.617, 11.199, 10.169], [14.238, 8.935, 12.893], [15.917, 7.972, 11.333], [15.323, 7.387, 9.006], [13.001, 8.089, 8.184], [8.974, 13.783, 12.218], [6.436, 14.077, 11.696], [5.562, 12.540, 9.875], [6.916, 10.793, 9.015], [7.521, 4.228, 12.973], [8.177, 5.757, 11.996], [8.380, 6.982, 12.675], [8.865, 8.059, 11.977], [9.129, 8.072, 10.670], [8.801, 6.925, 10.005], [8.425, 5.699, 10.645], [8.903, 7.048, 8.531], [8.243, 6.109, 7.711], [8.411, 6.234, 6.347], [7.450, 5.038, 5.263], [9.283, 7.176, 5.821], [9.996, 7.945, 6.692], [9.697, 8.002, 8.032], [8.262, 7.138, 13.792], [9.039, 9.016, 12.515], [8.176, 4.793, 10.060], [7.419, 5.500, 8.126], [9.581, 7.131, 4.755], [10.863, 8.498, 6.345], [10.832, 12.873, 7.146], [10.576, 11.488, 6.889], [10.546, 11.105, 5.538], [11.625, 10.662, 7.552], [9.354, 11.059, 7.649]],
  "mulliken_spin": [4.06, 0.00, 0.00, 0.00, 0.00, 0.00, 0.00, 0.00, -0.01, 0.00, 0.00, 0.00, 0.00, 0.00, -0.01, 0.00, 0.00, 0.00, 0.00, 0.00, 0.00, 0.00, 0.00, 0.00, 0.00, 0.00, 0.00, 0.00, 0.00, 0.00, 0.00, 0.00, 0.00, 0.00, 0.00, 0.00, -0.01, 0.00, 0.00, 0.00, 0.00, 0.00, 0.00, 0.00, 0.00, 0.00, 0.00, -0.01]
}

---

Record 3
{
  "formula": "C20H14FNO2",
  "method": "ωB97M-V/def2-TZVPD",
  "homo_energy_ev": -8.3,
  "gap_ev": 9.0,
  "e_lumo_ha": 0.02303,
  "relative_energy_ev": 3.0373,
  "smiles": "O[C@](c1ccc(F)cc1)(c1cccnc1)c1cc2ccccc2o1",
  "symbols": ["O", "C", "C", "C", "C", "C", "F", "C", "C", "C", "C", "C", "C", "N", "C", "C", "C", "C", "C", "C", "C", "C", "C", "O", "H", "H", "H", "H", "H", "H", "H", "H", "H", "H", "H", "H", "H", "H"],
  "coordinates": [[0.632, -1.851, 2.076], [0.396, -0.627, 1.416], [1.426, -0.707, 0.233], [1.029, -0.662, -1.097], [1.973, -0.524, -2.169], [3.385, -0.687, -1.882], [4.318, -0.671, -2.863], [3.767, -0.930, -0.561], [2.846, -0.802, 0.455], [0.771, 0.535, 2.259], [0.842, 0.404, 3.679], [1.292, 1.509, 4.478], [1.310, 2.759, 3.907], [1.042, 2.840, 2.592], [0.878, 1.803, 1.787], [-1.179, -0.333, 1.069], [-2.215, -1.272, 1.369], [-3.368, -0.662, 0.789], [-4.661, -1.205, 0.926], [-5.680, -0.455, 0.227], [-5.276, 0.565, -0.703], [-3.948, 0.906, -0.848], [-2.964, 0.379, 0.050], [-1.668, 0.647, 0.316], [1.340, -2.229, 1.565], [-0.022, -0.732, -1.229], [1.470, -0.230, -3.007], [4.684, -1.099, -0.265], [3.165, -0.966, 1.490], [0.647, -0.479, 4.122], [1.298, 1.420, 5.520], [1.709, 3.503, 4.568], [0.731, 2.073, 0.790], [-2.021, -2.175, 2.014], [-5.064, -1.998, 1.601], [-6.732, -0.475, 0.310], [-6.092, 0.914, -1.410], [-3.747, 1.668, -1.547]],
  "mulliken_charge": [-0.59, 2.69, -0.83, -0.58, -0.80, 0.37, -0.30, -0.80, -0.17, -0.14, -0.87, -0.64, -0.29, -0.74, 0.07, -0.27, -1.04, 1.30, -0.71, -0.48, -0.37, -0.99, -0.06, -0.24, 0.57, 0.54, 0.49, 0.59, 0.43, 0.62, 0.43, 0.36, 0.62, 0.36, 0.32, 0.42, 0.30, 0.43]
}

---

Record 4
{
  "formula": "C20H15AsCoN6S4",
  "method": "ωB97M-V/def2-TZVPD",
  "spin_multiplicity": 5,
  "homo_energy_ev": [-4.0, -4.8],
  "gap_ev": [5.9, 6.1],
  "e_lumo_ha": [0.07029, 0.04508],
  "total_charge": -1,
  "relative_energy_ev": 1.3241,
  "symbols": ["Co", "S", "As", "S", "S", "S", "C", "C", "N", "C", "C", "N", "C", "N", "N", "N", "C", "C", "C", "C", "C", "C", "H", "H", "H", "H", "H", "H", "H", "H", "H", "H", "H", "N", "C", "C", "C", "C", "C", "C", "C", "C", "C", "H", "H", "H", "H"],
  "coordinates": [[0.729, -0.531, -0.264], [-0.849, -1.972, -0.374], [-0.195, -1.578, 1.929], [0.875, 0.380, 1.554], [2.742, -0.740, -0.832], [0.431, -3.252, 3.204], [-0.897, -0.323, -3.383], [-1.020, 0.691, -2.297], [-0.042, 0.978, -1.376], [-0.449, 2.173, -0.741], [-1.604, 2.606, -1.337], [-1.977, 1.641, -2.289], [-3.039, 1.958, -3.226], [-4.429, 1.509, -2.916], [-5.369, 1.652, -3.933], [-6.511, 1.382, -3.433], [-6.373, 1.004, -2.103], [-7.329, 1.134, -1.068], [-6.943, 1.157, 0.253], [-5.567, 0.957, 0.582], [-4.609, 1.026, -0.417], [-5.034, 1.020, -1.752], [0.155, -0.270, -3.848], [-1.578, -0.085, -4.216], [-1.041, -1.313, -3.000], [0.070, 2.593, 0.109], [-2.103, 3.551, -1.188], [-2.802, 1.454, -4.203], [-3.096, 2.955, -3.400], [-8.361, 1.459, -1.248], [-7.629, 1.364, 1.054], [-5.287, 0.785, 1.577], [-3.501, 1.128, -0.194], [8.788, -3.035, 6.130], [8.270, -2.695, 5.138], [7.535, -2.450, 3.971], [6.176, -2.790, 3.955], [5.306, -2.307, 3.021], [5.812, -1.417, 2.024], [7.194, -0.966, 2.095], [8.065, -1.606, 2.978], [4.851, -0.983, 1.079], [3.947, -0.632, 0.304], [5.823, -3.467, 4.746], [4.224, -2.515, 3.030], [7.519, -0.293, 1.315], [9.122, -1.337, 2.989]],
  "mulliken_spin": [2.46, 0.32, 0.27, 0.38, 0.16, 0.30, -0.01, 0.03, 0.02, 0.00, 0.01, 0.01, 0.00, 0.00, 0.00, 0.00, 0.00, 0.00, 0.00, 0.00, 0.00, 0.00, 0.00, 0.00, 0.00, 0.00, 0.00, 0.00, 0.00, 0.00, 0.00, 0.00, 0.00, 0.01, 0.00, 0.02, -0.01, 0.01, 0.00, 0.02, -0.01, 0.06, -0.04, 0.00, 0.00, 0.00, 0.00]
}

---

Record 5
{
  "formula": "C20H15AuCl2O2PS",
  "method": "ωB97M-V/def2-TZVPD",
  "spin_multiplicity": 3,
  "homo_energy_ev": [-11.1, -12.5],
  "gap_ev": [8.0, 5.7],
  "e_lumo_ha": [-0.11433, -0.24997],
  "total_charge": 1,
  "relative_energy_ev": 0.0000,
  "symbols": ["Au", "O", "C", "O", "C", "P", "C", "C", "C", "C", "C", "C", "C", "C", "C", "C", "C", "C", "H", "H", "H", "H", "H", "H", "H", "H", "H", "H", "H", "H", "Cl", "C", "C", "C", "C", "C", "Cl", "C", "S", "H", "H", "H"],
  "coordinates": [[0.133, 0.709, -0.948], [2.095, 3.263, -3.386], [1.787, 2.238, -2.842], [0.554, 1.898, -2.534], [2.863, 1.184, -2.501], [2.563, 0.520, -0.848], [3.260, -1.108, -0.607], [4.575, -1.255, -0.159], [5.114, -2.523, -0.028], [4.349, -3.641, -0.340], [3.043, -3.497, -0.785], [2.494, -2.231, -0.917], [3.178, 1.654, 0.383], [3.272, 1.225, 1.711], [3.636, 2.123, 2.699], [3.895, 3.449, 2.371], [3.796, 3.877, 1.055], [3.437, 2.986, 0.055], [3.867, 1.585, -2.624], [2.733, 0.343, -3.187], [5.170, -0.383, 0.085], [6.133, -2.641, 0.315], [4.775, -4.630, -0.235], [2.451, -4.369, -1.028], [1.474, -2.115, -1.268], [3.076, 0.189, 1.965], [3.729, 1.788, 3.724], [4.186, 4.148, 3.144], [4.006, 4.908, 0.801], [3.364, 3.336, -0.968], [-0.172, 2.626, 1.325], [-0.162, 1.435, 2.566], [0.051, 1.882, 3.848], [0.005, 0.989, 4.914], [-0.268, -0.357, 4.706], [-0.484, -0.816, 3.428], [-0.809, -2.487, 3.215], [-0.416, 0.057, 2.293], [-0.660, -0.657, 0.770], [0.234, 2.934, 4.017], [0.169, 1.354, 5.919], [-0.316, -1.052, 5.532]],
  "mulliken_spin": [0.33, 0.01, -0.01, 0.13, 0.01, 0.37, -0.01, 0.00, 0.00, 0.01, -0.01, 0.04, 0.01, 0.03, -0.02, 0.04, -0.02, 0.03, 0.01, 0.00, 0.00, 0.00, 0.00, 0.00, 0.01, 0.00, 0.00, 0.00, 0.00, 0.00, 0.02, 0.09, -0.03, 0.15, -0.05, 0.12, 0.02, 0.02, 0.66, 0.00, 0.01, 0.00]
}

---

Record 6
{
  "formula": "C20H15Cl2N5O4PdS",
  "method": "ωB97M-V/def2-TZVPD",
  "spin_multiplicity": 5,
  "homo_energy_ev": [-7.3, -7.6],
  "gap_ev": [7.1, 5.9],
  "e_lumo_ha": [-0.00606, -0.06274],
  "relative_energy_ev": 0.1746,
  "symbols": ["Pd", "Cl", "C", "C", "C", "N", "C", "O", "C", "C", "C", "C", "C", "N", "C", "C", "C", "Cl", "N", "C", "O", "C", "C", "C", "C", "C", "N", "H", "H", "H", "H", "H", "H", "H", "H", "H", "H", "S", "N", "C", "C", "O", "O", "H", "H", "H", "H", "H"],
  "coordinates": [[0.361, -0.229, 0.595], [-6.000, -3.357, 0.897], [-4.588, -2.560, 0.299], [-3.571, -2.284, 1.157], [-2.385, -1.648, 0.691], [-1.307, -1.387, 1.428], [-1.378, -1.317, 2.818], [-1.800, -2.166, 3.563], [-0.937, 0.040, 3.329], [-1.086, 0.354, 4.662], [-0.798, 1.651, 5.065], [-0.393, 2.574, 4.119], [-0.253, 2.165, 2.799], [-0.513, 0.922, 2.413], [-2.322, -1.240, -0.705], [-3.395, -1.586, -1.572], [-4.493, -2.221, -1.086], [-5.796, -2.592, -2.158], [-1.221, -0.593, -1.054], [-0.800, -0.372, -2.336], [-1.425, 0.105, -3.260], [0.626, -0.860, -2.522], [1.093, -1.162, -3.786], [2.349, -1.744, -3.902], [3.088, -1.985, -2.758], [2.554, -1.621, -1.527], [1.350, -1.077, -1.415], [-3.635, -2.590, 2.190], [-1.426, -0.411, 5.346], [-0.895, 1.935, 6.104], [-0.170, 3.597, 4.387], [0.103, 2.840, 2.037], [-3.351, -1.288, -2.610], [0.469, -0.954, -4.643], [2.739, -2.013, -4.874], [4.064, -2.447, -2.804], [3.097, -1.739, -0.595], [2.196, -0.841, 1.977], [3.311, 2.729, -2.397], [3.432, 3.259, -1.043], [2.402, 2.621, -0.115], [2.367, 2.816, 1.065], [1.516, 1.848, -0.765], [3.426, 3.437, -3.107], [1.773, 1.952, -1.713], [3.980, 1.992, -2.574], [3.231, 4.331, -1.035], [4.412, 3.114, -0.586]],
  "mulliken_spin": [1.33, 0.01, 0.07, 0.02, 0.19, 0.38, -0.02, 0.04, -0.01, 0.00, 0.00, 0.00, 0.00, 0.11, 0.14, 0.01, 0.07, 0.01, 0.27, -0.02, 0.05, -0.01, 0.01, -0.01, 0.02, -0.02, 0.06, 0.00, 0.00, 0.00, 0.00, 0.00, 0.00, 0.00, 0.00, 0.00, 0.00, 1.29, 0.00, 0.00, 0.01, 0.00, 0.01, 0.00, 0.00, 0.00, 0.00, 0.00]
}

---

Record 7
{
  "formula": "C20H15IN2O7ReSSe",
  "method": "ωB97M-V/def2-TZVPD",
  "spin_multiplicity": 2,
  "homo_energy_ev": [-9.2, -9.2],
  "gap_ev": [7.1, 7.4],
  "e_lumo_ha": [-0.07539, -0.06445],
  "relative_energy_ev": 0.2132,
  "symbols": ["Re", "O", "S", "O", "O", "O", "O", "C", "C", "O", "O", "C", "C", "C", "C", "C", "C", "C", "C", "C", "C", "C", "C", "H", "H", "H", "H", "H", "H", "H", "H", "H", "H", "H", "I", "C", "C", "C", "C", "N", "C", "H", "H", "H", "H", "Se", "C", "N"],
  "coordinates": [[0.061, 0.336, 0.199], [-1.258, 0.912, -3.058], [-1.774, 0.414, -1.821], [-3.127, 0.002, -1.739], [-1.383, 1.418, -0.650], [-0.764, -0.703, -1.281], [1.454, -1.154, 0.908], [0.894, -2.098, 1.897], [-0.488, -1.568, 2.291], [-1.109, -2.027, 3.200], [-0.952, -0.542, 1.552], [1.845, -2.100, 3.077], [1.671, -1.188, 4.116], [2.610, -1.091, 5.128], [3.738, -1.899, 5.107], [3.924, -2.802, 4.071], [2.982, -2.901, 3.057], [0.697, -3.450, 1.224], [0.685, -3.580, -0.158], [0.433, -4.816, -0.740], [0.179, -5.922, 0.053], [0.167, -5.788, 1.436], [0.419, -4.558, 2.019], [2.295, -0.807, 1.265], [0.791, -0.557, 4.144], [2.462, -0.382, 5.932], [4.473, -1.822, 5.897], [4.806, -3.428, 4.049], [3.133, -3.603, 2.248], [0.854, -2.723, -0.792], [0.425, -4.903, -1.818], [-0.023, -6.883, -0.402], [-0.043, -6.644, 2.064], [0.389, -4.453, 3.096], [3.485, -1.116, -4.420], [2.565, 0.390, -3.335], [2.527, 1.697, -3.794], [1.892, 2.658, -3.028], [1.302, 2.290, -1.839], [1.339, 1.024, -1.398], [1.955, 0.089, -2.136], [2.981, 1.959, -4.741], [1.837, 3.687, -3.354], [0.771, 2.995, -1.218], [1.941, -0.918, -1.743], [1.050, 2.012, 1.626], [2.724, 1.198, 1.811], [3.735, 0.641, 1.806]],
  "mulliken_spin": [0.97, 0.00, 0.00, 0.00, 0.06, 0.00, -0.01, 0.02, -0.01, 0.01, 0.01, 0.00, 0.00, 0.00, 0.00, 0.00, 0.00, 0.00, 0.00, 0.00, 0.00, 0.00, 0.00, -0.01, 0.00, 0.00, 0.00, 0.00, 0.00, 0.00, 0.00, 0.00, 0.00, 0.00, 0.00, -0.01, 0.01, 0.00, 0.01, -0.01, 0.00, 0.00, 0.00, 0.01, 0.01, -0.05, 0.01, -0.01]
}

---

Record 8
{
  "formula": "C20H15N8O2Pt",
  "method": "ωB97M-V/def2-TZVPD",
  "homo_energy_ev": [-3.0, -3.0],
  "gap_ev": [3.9, 3.9],
  "e_lumo_ha": [0.03171, 0.03170],
  "total_charge": -1,
  "relative_energy_ev": 0.0000,
  "symbols": ["Pt", "N", "N", "C", "N", "N", "N", "O", "O", "H", "H", "H", "H", "H", "N", "C", "C", "C", "N", "C", "N", "C", "C", "C", "C", "C", "C", "C", "C", "C", "C", "C", "C", "C", "C", "C", "H", "H", "H", "H", "H", "H", "H", "H", "H", "H"],
  "coordinates": [[0.306, 1.272, -2.563], [-2.215, 1.570, -0.230], [-1.354, 2.394, 0.510], [-0.499, 3.204, -0.139], [-0.069, 4.279, 0.520], [-0.079, 2.895, -1.383], [0.369, 3.849, -2.249], [0.564, 5.007, -1.958], [0.579, 3.347, -3.368], [-3.116, 1.594, 0.228], [-1.831, 0.624, -0.300], [-0.996, 2.048, 1.407], [-0.291, 4.345, 1.501], [0.708, 4.799, 0.149], [0.738, 0.021, -4.030], [1.074, -0.207, -5.116], [1.446, -0.526, -6.408], [2.706, -1.118, -6.664], [3.731, -1.602, -6.882], [0.560, -0.228, -7.473], [-0.163, 0.016, -8.339], [0.255, -0.095, -1.208], [0.301, -0.627, -0.109], [0.135, -1.165, 1.190], [0.444, -0.295, 2.278], [0.382, -0.646, 3.660], [0.650, 0.261, 4.664], [1.036, 1.576, 4.394], [1.204, 1.924, 3.060], [0.928, 1.031, 2.038], [-0.435, -2.510, 1.283], [-0.165, -3.452, 0.271], [-0.714, -4.720, 0.286], [-1.567, -5.116, 1.311], [-1.871, -4.198, 2.306], [-1.325, -2.923, 2.292], [0.144, -1.661, 3.936], [0.577, -0.070, 5.694], [1.247, 2.275, 5.192], [1.598, 2.907, 2.810], [1.164, 1.297, 1.013], [0.493, -3.159, -0.538], [-0.471, -5.413, -0.512], [-1.996, -6.110, 1.324], [-2.558, -4.471, 3.100], [-1.626, -2.220, 3.054]],
  "mulliken_charge": [0.56, -0.64, 0.03, 0.71, -0.38, -0.17, 1.04, -0.68, -0.69, 0.28, 0.14, 0.23, 0.27, 0.20, -0.49, 0.79, -0.27, 0.15, -0.47, 0.17, -0.48, -1.36, 1.26, -0.85, 0.96, -0.68, -0.53, -0.83, -0.02, -1.54, 0.52, -0.55, -0.56, -0.41, -0.63, -0.43, 0.60, 0.37, 0.36, 0.51, 0.57, 0.37, 0.36, 0.37, 0.35, 0.53]
}